C36H88N4O16 | ωB97M-V/def2-TZVPD

Properties
Kohn-Sham gap = 9.236 eV
Energy above the lowest of the compared OMol25 structures with the same formula, charge and spin = 314.1 kJ/mol
2S+1 = 1
SMILES = CNC(C)=O.CNC(C)=O.CNC(C)=O.CNC(C)=O.COCCOC.COCCOC.COCCOC.COCCOC.COCCOC.COCCOC
HOMO level = -8.8663 eV

Geometry as XYZ:
```
144
C36H88N4O16, DFT ωB97M-V/def2-TZVPD
C 0.07 -5.97 -1.56
N 0.19 -5.36 -0.23
C 0.89 -5.82 0.77
C 0.79 -5.04 2.14
O 1.47 -6.89 0.72
H 0.76 -6.78 -1.81
H 0.32 -5.24 -2.33
H -0.92 -6.40 -1.72
H -0.18 -4.42 -0.25
H 1.41 -4.16 2.02
H 1.24 -5.70 2.88
H -0.24 -4.80 2.37
C 0.94 -0.70 0.48
N -0.46 -0.60 0.75
C -1.38 -1.53 0.46
C -2.75 -1.32 1.11
O -1.20 -2.51 -0.20
H 1.12 -1.08 -0.53
H 1.43 -1.36 1.19
H 1.25 0.33 0.67
H -0.89 0.29 0.98
H -3.33 -1.90 0.39
H -2.97 -0.26 1.18
H -2.65 -1.76 2.10
C -4.66 3.70 -0.79
N -5.14 2.34 -0.68
C -5.37 1.74 0.41
C -5.73 0.26 0.30
O -5.28 2.23 1.50
H -4.87 4.15 -1.76
H -3.57 3.67 -0.76
H -5.07 4.40 -0.06
H -5.20 1.84 -1.55
H -6.80 0.17 0.51
H -5.32 -0.35 1.10
H -5.61 -0.17 -0.70
C 4.90 -7.14 0.19
N 4.24 -6.00 -0.26
C 4.72 -4.81 -0.33
C 3.78 -3.64 -0.43
O 5.88 -4.50 -0.20
H 4.84 -8.04 -0.42
H 4.75 -7.38 1.25
H 5.97 -6.96 0.23
H 3.25 -6.13 -0.37
H 3.53 -3.05 0.45
H 2.88 -3.91 -0.98
H 4.29 -2.89 -1.03
C 5.58 -4.09 -6.23
O 5.23 -2.96 -5.46
C 6.07 -2.90 -4.25
C 5.53 -1.62 -3.70
O 4.25 -1.81 -3.14
C 3.67 -0.58 -2.87
H 6.61 -4.08 -6.56
H 4.97 -4.13 -7.13
H 5.35 -4.99 -5.65
H 7.13 -2.79 -4.46
H 5.93 -3.70 -3.52
H 5.74 -0.79 -4.37
H 6.13 -1.47 -2.80
H 3.42 -0.02 -3.77
H 4.37 -0.01 -2.26
H 2.81 -0.69 -2.22
C -0.99 5.79 -3.57
O 0.06 4.83 -3.07
C -0.55 3.73 -2.40
C 0.44 3.01 -1.42
O 1.51 2.23 -1.95
C 2.29 2.97 -2.91
H -0.59 6.61 -4.15
H -1.34 6.36 -2.71
H -1.79 5.32 -4.15
H -0.84 2.98 -3.13
H -1.34 4.08 -1.73
H -0.08 2.23 -0.87
H 0.74 3.78 -0.70
H 2.63 3.93 -2.51
H 1.71 3.28 -3.77
H 3.18 2.39 -3.16
C 3.26 2.93 1.88
O 1.90 3.11 2.41
C 1.81 3.47 3.80
C 2.62 4.80 4.13
O 4.05 4.52 4.26
C 4.79 5.82 4.10
H 3.66 3.93 1.75
H 3.12 2.41 0.93
H 3.95 2.33 2.48
H 2.30 2.70 4.40
H 0.76 3.42 4.08
H 2.39 5.20 5.12
H 2.41 5.58 3.39
H 5.78 5.58 4.48
H 4.28 6.59 4.68
H 4.90 6.15 3.06
C -1.49 3.79 1.59
O -1.98 4.76 0.76
C -2.94 5.64 1.42
C -3.40 6.77 0.44
O -2.46 7.61 -0.05
C -1.59 8.20 0.89
H -2.20 3.23 2.20
H -0.92 4.24 2.41
H -0.98 3.00 1.05
H -2.39 6.15 2.21
H -3.75 5.15 1.95
H -4.08 7.46 0.93
H -3.99 6.30 -0.35
H -2.14 8.61 1.74
H -1.06 8.93 0.28
H -0.80 7.52 1.22
C -2.66 3.90 5.52
O -1.43 3.25 5.53
C -1.48 2.00 6.10
C -1.82 0.79 5.12
O -1.00 0.61 3.98
C 0.29 -0.02 4.37
H -2.38 4.85 5.05
H -3.03 4.20 6.50
H -3.43 3.45 4.90
H -2.05 1.98 7.03
H -0.54 1.63 6.50
H -2.80 0.92 4.65
H -1.90 -0.14 5.69
H 0.91 0.66 4.94
H 0.89 -0.17 3.47
H 0.20 -0.88 5.04
C -3.72 -3.92 -2.00
O -4.26 -4.89 -2.79
C -3.68 -6.13 -2.50
C -4.46 -7.18 -3.30
O -4.27 -7.04 -4.75
C -4.92 -7.90 -5.65
H -4.17 -2.95 -2.16
H -2.65 -3.89 -2.22
H -3.83 -4.37 -1.01
H -3.51 -6.42 -1.46
H -2.66 -6.07 -2.87
H -5.47 -7.01 -2.93
H -4.05 -8.19 -3.22
H -4.80 -7.48 -6.65
H -5.95 -8.06 -5.35
H -4.39 -8.85 -5.75
```